(1)
# C9H10N3O

The ion C9H10N3O with charge +1 (wB97M-V/def2-TZVPD, the Open Molecules 2025 dataset).

Geometry as XYZ:
```
23
Properties=species:S:1:pos:R:3:forces:R:3:nbo_charge:R:1
C -0.97983 0.94698 2.21158 -0.639 1.121 1.074 0.35
C 1.33388 0.94753 1.61465 -1.414 1.575 1.849 -0.23
C 1.72069 0.33906 0.52801 -0.915 -0.305 -3.409 -0.20
C -0.37851 2.17212 0.22712 0.288 1.672 -0.466 -0.37
C -0.05323 1.54341 1.44620 1.845 -0.309 -0.730 0.04
C 0.93586 0.43854 -0.79695 -0.525 -0.888 0.943 -0.05
C 0.22054 1.74127 -0.96548 -0.279 -2.684 1.833 0.27
C -0.09261 -1.88439 -0.60042 1.000 1.741 -1.232 -0.17
C -1.60254 -1.35306 1.77672 3.949 -2.799 3.542 0.35
N -1.31740 -0.21612 2.19934 -0.679 0.362 -0.408 -0.35
N 0.19045 -0.72643 -1.18957 -1.619 2.127 -1.635 -0.40
N -0.26797 2.19585 -2.13530 0.881 0.402 -0.830 -0.76
O -0.89910 -2.46725 2.39593 -1.561 2.377 -0.943 -0.66
H 1.87450 0.98906 2.59571 -0.630 -0.132 -1.171 0.27
H 2.65090 -0.15058 0.48743 0.963 -0.861 -0.004 0.25
H -1.09984 3.00132 0.07583 0.112 -0.920 0.747 0.26
H 0.48858 -2.30677 0.15625 0.903 -0.035 1.357 0.22
H -0.65793 -2.56305 -1.16458 -0.951 -0.626 -0.704 0.21
H -2.37105 -1.61887 1.18687 -2.574 -0.693 -1.974 0.21
H -0.50447 -0.53546 -2.05405 2.277 -0.377 2.468 0.44
H -0.58902 3.15930 -2.05470 -0.139 -0.350 -0.466 0.41
H 0.33276 2.02508 -2.94431 -0.422 0.170 0.297 0.41
H -0.48873 -2.04383 3.17089 0.128 -0.568 -0.140 0.49
```
Forces are in eV/Å.

## Properties
- charge = +1
- relative energy (zero: lowest compared OMol25 entry of this formula, charge and spin) (eV) = 6.682
- lowest unoccupied orbital energy (Eh) = -0.16531
- DFT total energy (eV) = -15999.487
- HOMO (eV) = -11.345
- HOMO-LUMO gap (eV) = 6.85


(2)
# C19H24N2OS

The molecule C19H24N2OS (wB97M-V/def2-TZVPD, the Open Molecules 2025 dataset).

Geometry as XYZ:
```
47
Properties=species:S:1:pos:R:3:forces:R:3:nbo_charge:R:1
C -4.82617 3.25037 2.67789 -0.012 -0.030 -0.013 -0.25
O -3.52532 3.76805 2.79035 0.053 0.160 -0.138 -0.54
C -2.66759 3.02844 3.63130 0.152 -0.302 0.108 -0.06
C -2.14472 1.73430 3.00360 -0.076 0.452 -0.145 -0.44
C -1.32903 2.03555 1.74340 -0.241 0.242 0.347 -0.23
N -0.89999 0.83854 1.06020 -0.082 -0.532 -0.281 -0.61
C 0.17240 0.11378 1.45396 -0.139 0.010 0.035 0.32
S 1.18777 0.71504 2.62544 0.525 0.412 0.610 -0.30
N 0.38802 -1.09290 0.87377 -0.234 0.063 -0.016 -0.43
C 1.65024 -1.79099 1.06777 0.281 -0.083 0.159 -0.27
C 2.52775 -1.65308 -0.14818 0.151 -0.182 0.045 0.05
C 2.65737 -2.68862 -1.06257 0.092 0.064 0.165 -0.24
C 3.40084 -2.51644 -2.21657 0.036 -0.054 -0.118 -0.21
C 4.02184 -1.30569 -2.46658 0.053 -0.021 -0.095 -0.22
C 3.90955 -0.27232 -1.55158 0.037 0.058 0.030 -0.20
C 3.16751 -0.44515 -0.39836 0.111 -0.020 0.064 -0.24
C -0.47937 -1.68350 -0.12215 -0.220 0.050 -0.118 -0.26
C -0.15222 -1.30561 -1.55146 -0.130 -0.017 -0.153 0.05
C -0.33827 -2.24124 -2.56110 -0.107 0.099 0.068 -0.23
C -0.02925 -1.93338 -3.87303 -0.051 -0.058 -0.085 -0.21
C 0.47558 -0.68461 -4.19128 -0.002 0.006 -0.101 -0.22
C 0.65711 0.25489 -3.19232 -0.025 0.046 -0.037 -0.19
C 0.34018 -0.05034 -1.88073 -0.077 -0.026 0.015 -0.25
H -4.84766 2.28807 2.15323 -0.027 0.013 0.013 0.16
H -5.28850 3.12246 3.66468 -0.004 -0.002 -0.023 0.16
H -5.39722 3.97822 2.10432 -0.071 -0.069 0.015 0.19
H -3.17619 2.79886 4.57926 0.059 0.080 -0.042 0.17
H -1.82664 3.69550 3.83631 -0.029 -0.064 0.092 0.19
H -1.50883 1.22573 3.72889 -0.002 -0.056 0.001 0.23
H -2.97787 1.07164 2.75611 -0.008 -0.057 0.021 0.19
H -0.43773 2.60242 2.02345 -0.148 -0.003 -0.128 0.23
H -1.92508 2.63109 1.04913 0.048 -0.049 -0.006 0.21
H -1.55378 0.43796 0.40740 0.097 0.023 -0.044 0.39
H 1.43555 -2.84459 1.27309 -0.004 0.054 -0.030 0.20
H 2.13440 -1.34805 1.94139 -0.120 -0.204 -0.159 0.27
H 2.17339 -3.63683 -0.87307 -0.090 -0.093 0.031 0.21
H 3.49091 -3.32783 -2.92396 0.003 -0.062 -0.070 0.21
H 4.59632 -1.16912 -3.37091 0.051 0.008 -0.078 0.21
H 4.40111 0.67111 -1.73833 0.047 0.086 -0.014 0.21
H 3.07679 0.35924 0.31664 -0.044 0.099 0.098 0.23
H -0.38821 -2.77031 -0.02106 -0.092 0.110 0.009 0.22
H -1.52626 -1.44122 0.10087 0.119 -0.110 0.039 0.20
H -0.72255 -3.22163 -2.31605 -0.008 -0.133 0.039 0.20
H -0.17477 -2.67305 -4.64637 -0.003 -0.066 -0.071 0.21
H 0.72843 -0.44615 -5.21343 0.026 0.020 -0.092 0.21
H 1.05116 1.23121 -3.43136 0.052 0.090 -0.025 0.21
H 0.49905 0.69019 -1.11198 0.053 0.047 0.079 0.22
```
Forces are in eV/Å.

## Properties
- relative energy (zero: lowest compared OMol25 entry of this formula, charge and spin) (eV) = 1.044
- SMILES = COCCCNC(=S)N(Cc1ccccc1)Cc1ccccc1
- lowest unoccupied orbital energy (Eh) = 0.02299
- DFT total energy (eV) = -35955.444
- HOMO (eV) = -7.976
- HOMO-LUMO gap (eV) = 8.60


(3)
# C35H27IrN3O3PS2

A structure of composition C35H27IrN3O3PS2 (wB97M-V/def2-TZVPD, the Open Molecules 2025 dataset).

Geometry as XYZ:
```
72
Properties=species:S:1:pos:R:3:forces:R:3:lowdin_spin:R:1
Ir 0.13569 0.17226 0.00855 0.952 0.752 0.564 2.54
O 0.72493 2.05457 -1.66049 -0.155 0.146 -0.040 0.09
C -0.19593 3.06338 -2.11305 0.045 -0.074 0.057 0.01
C -0.43819 4.13648 -1.06496 -0.018 -0.028 0.065 0.00
C -0.65960 3.55669 0.34199 -0.006 -0.024 -0.090 0.00
C -1.86715 2.66953 0.37737 0.028 -0.142 -0.048 0.01
C -3.11314 3.18092 0.71818 -0.103 0.013 0.016 0.01
C -4.23799 2.37856 0.64906 -0.011 0.040 0.020 0.01
C -4.10523 1.06671 0.21450 -0.062 0.036 0.010 0.01
C -2.84573 0.60768 -0.09254 0.075 0.058 -0.025 0.04
N -1.74308 1.37979 0.00076 0.009 -0.094 0.012 0.10
H 1.56210 2.46480 -1.40232 0.060 -0.019 -0.050 0.00
H -1.11293 2.52714 -2.34973 -0.004 -0.040 -0.001 0.00
H 0.17892 3.50474 -3.03641 0.010 0.012 -0.051 0.00
H -1.31291 4.71277 -1.37824 0.050 0.068 0.030 0.00
H 0.40607 4.82957 -1.02606 -0.001 -0.023 -0.009 0.00
H -0.77806 4.37214 1.05539 -0.063 -0.009 -0.004 0.00
H 0.21771 2.98335 0.63993 0.019 0.059 0.030 0.00
H -3.18884 4.21283 1.03765 0.013 -0.034 -0.015 0.00
H -5.20893 2.77140 0.92471 0.038 -0.005 -0.018 0.00
H -4.95794 0.40856 0.12340 0.032 0.008 0.005 0.00
H -2.69113 -0.41423 -0.41934 0.029 0.018 0.018 0.01
O 0.81878 -2.72913 1.96047 0.004 -0.031 0.127 0.08
C 1.05849 -2.51615 0.79436 -0.209 0.098 -0.265 0.03
O 0.21306 -1.93219 -0.05017 -0.042 -0.312 0.131 0.20
C 2.34160 -2.90091 0.13239 0.015 0.020 -0.092 0.00
C 2.99117 -4.05790 0.53964 0.036 0.024 0.047 0.00
C 4.12239 -4.49261 -0.13056 0.040 0.010 -0.036 0.00
C 4.61583 -3.75834 -1.20106 -0.004 -0.006 0.043 0.00
C 3.99551 -2.57899 -1.58450 -0.014 0.048 0.065 0.00
C 2.84798 -2.13802 -0.92646 0.004 0.013 -0.032 0.02
P 2.06496 -0.56600 -1.44761 -0.110 -0.105 -0.044 0.13
C 1.31464 -0.90672 -3.06478 -0.026 -0.156 0.067 0.02
C 1.30508 0.03503 -4.09298 -0.054 0.048 -0.022 0.01
C 0.69582 -0.26281 -5.30343 -0.007 0.022 0.048 0.00
C 0.07379 -1.48958 -5.48831 -0.018 -0.027 0.000 0.02
C 0.04984 -2.41795 -4.45607 -0.006 0.028 0.044 0.00
C 0.66616 -2.13100 -3.24677 0.070 -0.003 -0.062 0.02
C 3.45001 0.57432 -1.75486 -0.003 0.046 -0.092 0.02
C 3.76407 1.53810 -0.79578 0.039 -0.027 0.058 0.00
C 4.83681 2.40244 -0.98046 -0.025 -0.022 -0.024 0.00
C 5.61209 2.30821 -2.12704 -0.020 -0.023 0.014 0.00
C 5.30493 1.35556 -3.09067 0.012 0.012 -0.011 0.00
C 4.23007 0.49837 -2.91117 -0.012 0.036 -0.036 0.01
H 2.58548 -4.61172 1.37609 -0.001 0.001 -0.011 0.00
H 4.61974 -5.40317 0.17815 -0.026 0.017 -0.016 0.00
H 5.49255 -4.09764 -1.73728 -0.004 0.006 0.025 0.00
H 4.41924 -2.00654 -2.39923 -0.028 -0.023 0.035 0.00
H 1.77192 1.00110 -3.95305 0.026 -0.026 -0.012 0.00
H 0.70672 0.46566 -6.10395 0.011 -0.005 0.012 0.00
H -0.39207 -1.72224 -6.43772 0.001 0.010 0.035 0.00
H -0.44894 -3.36895 -4.59154 0.032 0.006 -0.001 0.00
H 0.64900 -2.85555 -2.44233 0.010 -0.005 -0.027 0.00
H 3.18456 1.60886 0.11789 0.056 0.003 -0.077 0.00
H 5.06669 3.14340 -0.22480 0.005 -0.039 -0.014 0.00
H 6.45582 2.97162 -2.26885 -0.037 -0.008 -0.008 0.00
H 5.90263 1.28095 -3.99089 -0.018 0.004 0.040 0.00
H 3.99375 -0.21970 -3.68684 -0.007 0.005 0.030 0.00
S 1.51863 0.96908 1.83402 -0.494 -0.122 -0.466 0.42
C 0.27833 1.48932 2.96691 -0.013 0.123 0.225 0.11
C 0.44862 2.65912 3.69452 0.068 -0.014 -0.084 0.01
C -0.54631 3.11096 4.55841 -0.010 0.170 0.067 0.08
C -0.36605 4.37160 5.23182 0.046 -0.093 -0.022 0.01
N -0.19901 5.38826 5.74061 -0.031 -0.093 -0.057 0.04
C -1.72184 2.36470 4.74907 -0.079 0.216 0.129 0.00
C -1.87849 1.17379 4.06929 0.021 -0.196 -0.089 0.09
C -0.90361 0.74436 3.15615 -0.036 0.070 0.148 0.08
S -1.15965 -0.66485 2.23433 -0.285 -0.387 -0.190 0.77
C -2.76592 2.84022 5.62185 0.108 0.017 -0.048 0.00
N -3.60784 3.23214 6.29812 0.066 -0.070 -0.077 -0.01
H 1.35442 3.23914 3.57137 -0.038 0.021 0.047 0.00
H -2.77086 0.57912 4.21966 0.049 0.000 0.001 0.00
```
Forces are in eV/Å.

## Properties
- charge = +1
- relative energy (zero: lowest compared OMol25 entry of this formula, charge and spin) (eV) = 0.414
- 2S+1 = 6
- lowest unoccupied orbital energy (spin up / spin down) (Eh) = -0.11203 / -0.21455
- DFT total energy (eV) = -81135.906
- HOMO (spin up / spin down) (eV) = -10.367 / -11.525
- ⟨S²⟩ = 8.786
- HOMO-LUMO gap (spin up / spin down) (eV) = 7.32 / 5.69


(4)
# C4H9N

The molecule C4H9N (wB97M-V/def2-TZVPD, the Open Molecules 2025 dataset).

Geometry as XYZ:
```
14
Properties=species:S:1:pos:R:3:forces:R:3:nbo_charge:R:1
C 0.81990 -0.91826 -1.82367 -0.111 -0.746 0.335 -0.60
C 0.78151 -0.72211 -0.29880 0.352 -0.756 -0.038 -0.43
C -0.41758 0.00065 0.24091 0.905 -0.152 -0.534 -0.28
C -0.34355 0.90428 1.20620 -1.110 0.100 0.018 0.00
N -1.42767 1.62086 1.71955 -0.080 0.453 -0.065 -0.83
H 1.23867 -1.90039 -2.04019 0.139 -0.050 -0.096 0.20
H 1.45764 -0.19940 -2.32648 -0.217 0.317 -0.087 0.21
H -0.18128 -0.94217 -2.25362 -0.003 0.285 -0.084 0.20
H 0.89637 -1.69368 0.20963 -0.583 -0.100 -0.326 0.20
H 1.72916 -0.30085 -0.01785 0.330 0.914 0.317 0.20
H -1.33729 -0.26950 -0.26290 -0.345 0.087 0.308 0.19
H 0.59647 1.21156 1.61536 0.494 -0.084 0.261 0.19
H -1.47810 1.75663 2.71383 0.186 -0.018 0.046 0.37
H -2.33426 1.45236 1.31804 0.043 -0.252 -0.056 0.37
```
Forces are in eV/Å.

## Properties
- relative energy (zero: lowest compared OMol25 entry of this formula, charge and spin) (eV) = 0.506
- SMILES = CC/C=C/N
- lowest unoccupied orbital energy (Eh) = 0.04687
- DFT total energy (eV) = -5783.306
- HOMO (eV) = -7.967
- HOMO-LUMO gap (eV) = 9.24